193
Properties=species:S:1:pos:R:3:forces:R:3 method="wB97M-V/def2-TZVPD" total_charge=+3 fmax_ev_per_a=2.79 e_tot_ha=-3606.907347 lumo_energy_ha=-0.1744
P 14.237 -10.733 25.478 -1.919 -1.322 -0.188
P 19.263 -3.261 20.417 -1.047 0.155 -0.436
P 4.353 -3.673 19.322 0.658 0.616 0.685
O 11.591 -7.541 24.405 -0.865 -2.085 0.271
O 12.973 -6.035 24.887 1.687 1.421 1.108
O 11.602 -5.752 23.247 -0.004 0.737 -0.109
N 12.212 -2.077 24.926 -0.703 1.142 2.448
N 12.053 -6.442 24.193 -0.624 0.269 -1.148
C 14.920 -5.698 22.398 0.677 0.290 -0.151
C 14.124 -15.534 26.555 -1.148 0.244 -1.132
C 2.725 -4.756 17.271 0.606 0.383 -0.029
C 14.569 -12.529 25.446 0.727 0.928 0.928
C 16.544 -6.004 26.612 -1.023 0.050 1.267
C 12.570 -2.663 26.335 0.518 0.818 -1.107
C 8.523 -4.127 20.134 0.352 -1.098 1.293
C 13.901 -10.254 23.737 1.418 -0.548 0.789
C 4.413 -5.439 23.744 -0.878 -0.721 0.491
C 7.208 -4.379 19.352 -0.241 0.929 0.914
C 18.849 -1.486 15.242 -0.265 0.397 -0.854
C 15.251 -14.538 26.929 0.085 -2.096 0.105
C 15.610 -9.813 26.152 0.359 1.271 0.293
C 4.201 -6.364 22.562 0.404 -0.324 0.833
C 13.278 -2.395 23.828 -1.151 -0.004 1.677
C 10.921 -12.912 27.888 -0.773 -1.566 -0.443
C 17.644 0.583 21.383 0.306 0.453 -0.752
C 14.690 -1.939 24.188 -0.804 0.257 0.313
C 8.464 -4.527 21.710 -1.101 0.535 -1.700
C 3.264 -6.917 16.004 -0.998 0.936 -0.233
C 6.166 -3.257 19.696 -0.424 -0.344 -0.319
C 10.822 -2.683 24.591 0.998 -0.272 -0.611
C 15.829 -5.447 21.185 -1.660 -1.035 -0.351
C 18.648 1.549 20.750 1.320 -0.369 -0.125
C 11.918 -0.508 25.086 -1.020 -0.521 -0.710
C 16.919 -4.473 21.466 0.909 -0.285 -0.301
C 19.764 -1.985 16.375 -0.672 -0.030 -0.189
C 17.056 -2.297 25.081 -1.024 -0.301 -0.285
C 4.778 -5.752 21.322 -0.672 0.143 -2.003
C 14.728 -10.030 21.378 0.822 -1.910 -1.317
C 10.056 -1.599 23.867 1.538 0.838 0.717
C 14.998 -13.059 26.861 -1.198 0.496 -0.048
C 20.353 -4.377 21.358 0.546 1.056 -1.549
C -0.539 -1.053 19.145 0.699 0.855 0.414
C 10.415 -0.341 24.732 -0.226 -1.453 -0.236
C 2.529 -5.581 15.974 0.550 0.401 0.142
C 1.781 -2.234 19.437 0.241 0.999 0.415
C 19.880 -3.027 18.699 -0.063 -0.283 1.174
C 12.657 -10.627 26.457 0.793 0.572 -0.230
C 17.646 -4.043 20.146 0.918 0.866 1.633
C 20.033 -4.469 22.812 -0.981 -0.245 1.779
C 10.418 -11.785 26.957 1.263 0.439 1.957
C 16.564 -7.520 26.807 0.831 -0.130 -0.736
C 15.594 -2.831 25.092 0.803 0.759 -1.250
C 18.946 -2.386 17.676 1.461 0.649 -1.935
C 19.813 -5.864 23.439 0.333 0.367 1.218
C 1.002 -0.943 19.050 -0.176 -0.589 -0.638
C 15.160 -10.381 22.838 -0.409 2.066 -0.331
C 15.917 -10.276 20.366 -0.856 -0.397 1.318
C 3.747 -4.699 20.697 1.812 -0.685 0.172
C 17.701 -0.890 20.907 1.988 0.205 -0.098
C 19.132 -1.591 21.127 -0.992 0.435 0.783
C 15.499 -8.238 26.004 -0.905 -1.137 0.446
C 3.351 -2.119 19.275 -0.203 -0.728 -0.564
C 19.778 -5.684 25.032 0.415 0.110 -1.544
C 4.203 -4.546 17.739 0.051 -0.780 -0.172
C 11.408 -11.359 25.872 -0.304 0.866 0.358
H 19.679 1.209 20.846 0.168 -0.402 0.366
H 13.602 -12.923 25.134 0.195 -0.355 -0.074
H 16.664 0.987 21.130 -0.277 -0.273 0.090
H 10.579 -1.433 22.925 -0.692 -0.171 -0.531
H 10.889 -10.585 25.307 0.107 -0.169 -0.475
H 13.179 -10.958 23.323 -0.469 0.267 0.314
H 13.533 -9.230 23.814 -0.306 0.015 -0.440
H 16.303 -11.281 20.535 0.157 -0.031 0.073
H 19.289 -6.473 25.605 -0.058 0.006 -0.317
H 15.949 -9.703 23.165 -0.084 0.574 0.127
H 6.863 -5.356 19.690 -0.259 -0.008 -0.332
H 15.219 -5.083 20.358 -0.145 0.043 -0.137
H 11.545 -12.689 28.754 0.188 0.801 -0.310
H 19.960 -1.097 20.619 -0.227 0.549 -0.088
H 8.984 -1.783 23.796 0.245 -0.007 -0.251
H 3.047 -7.374 15.038 0.404 -0.427 0.208
H 19.353 -1.500 22.190 0.226 -0.545 0.111
H 15.855 -12.541 27.290 0.248 0.117 -0.444
H 3.868 -1.404 19.915 -0.408 0.038 0.405
H 3.822 -4.536 23.589 0.465 0.347 0.371
H 2.316 -3.756 17.130 -0.347 -0.134 0.047
H 17.620 -0.991 19.825 -1.014 0.368 0.045
H 15.444 -7.927 24.960 0.181 0.000 -0.050
H 4.920 -6.533 20.574 0.001 -0.115 -0.209
H 9.845 -0.430 25.657 -0.163 0.460 -0.043
H 3.576 -3.952 21.472 -0.757 -0.110 0.030
H 20.427 -5.306 20.793 -0.158 -0.201 0.152
H 16.185 -14.685 26.388 -0.111 -0.539 -0.258
H 10.307 -2.970 25.508 0.314 0.012 0.030
H 4.869 -4.156 16.970 -0.133 0.530 -0.001
H 20.475 -1.181 16.566 0.171 -0.217 0.376
H 8.844 -3.091 20.029 0.079 0.008 -0.028
H 20.134 -4.045 18.403 0.233 -0.017 -0.315
H 15.720 -10.019 27.217 -0.369 -0.181 0.171
H 15.417 -14.951 27.924 0.751 1.087 0.435
H 11.420 -13.733 27.373 0.205 0.036 -0.355
H 16.515 -10.262 25.743 0.159 0.212 -0.432
H 15.708 -11.319 22.919 -0.687 -0.484 -0.440
H 14.565 -0.936 24.597 0.327 0.178 0.364
H 17.725 0.655 22.467 0.074 -0.261 0.100
H 9.328 -4.314 22.339 0.170 0.196 -0.521
H 16.919 -1.395 21.474 0.104 -0.508 -0.389
H 2.805 -4.979 15.108 0.275 0.138 0.030
H 16.855 -5.686 25.617 -0.167 0.078 0.154
H 11.743 -2.513 27.028 -0.172 -0.212 -0.413
H 13.492 -15.863 27.380 0.201 0.512 0.463
H 16.705 -9.572 20.634 0.126 0.076 -0.494
H 3.164 -6.662 22.412 -0.229 0.413 0.008
H 1.170 -0.578 18.036 0.491 -0.567 -0.358
H 20.807 -2.471 18.841 0.170 0.072 -0.337
H 13.923 -10.732 21.163 0.068 -0.511 -0.229
H 18.225 -3.095 17.269 -0.407 0.139 0.623
H 17.644 -3.007 25.664 0.277 0.505 0.223
H 16.587 -3.621 22.060 -0.395 0.455 -0.473
H 12.062 -0.146 26.104 0.464 -0.494 -0.060
H 20.310 -2.840 15.975 0.137 -0.115 0.348
H 11.600 -12.210 25.217 0.339 0.057 -0.033
H 17.108 -3.270 19.598 -0.386 -0.338 -0.155
H 12.511 0.100 24.402 0.356 -0.495 0.007
H 15.667 -3.832 24.667 -0.505 -0.164 0.162
H 19.329 -4.717 25.259 -0.302 -0.091 0.114
H 4.649 -5.516 17.957 0.025 -0.294 0.099
H 5.771 -5.318 21.444 -0.223 0.163 0.458
H 17.552 -4.958 22.209 0.583 -0.122 -0.413
H 18.594 1.659 19.667 -0.704 0.127 -0.028
H 15.564 -5.822 23.268 -0.069 0.425 0.387
H 15.288 -2.890 26.137 -0.314 -0.034 -0.250
H 7.596 -3.991 22.094 0.043 0.165 0.474
H 18.012 -4.809 19.461 -0.846 -0.614 0.032
H 4.332 -6.777 16.171 -0.085 -0.469 0.044
H 10.081 -13.428 28.352 -0.290 0.142 -0.014
H 18.716 2.531 21.219 -0.631 0.013 -0.061
H 12.894 -10.851 27.497 0.114 -0.746 -0.005
H 2.710 -7.425 16.793 0.754 -0.774 0.086
H 2.262 -5.235 18.133 -0.566 -0.056 -0.181
H 4.038 -5.947 24.633 -0.251 0.242 0.137
H 3.589 -1.769 18.270 -0.179 0.205 -0.291
H 7.369 -4.397 18.274 0.149 -0.105 0.073
H 6.389 -2.291 19.243 0.064 -0.168 -0.848
H 9.395 -11.859 26.588 0.240 -0.600 -0.137
H 14.332 -6.615 22.415 -0.184 0.181 -0.610
H 20.640 -6.520 23.167 0.030 -0.066 0.038
H 21.294 -3.859 21.172 0.524 -0.242 0.215
H 4.659 -7.311 22.850 0.444 -0.094 -0.505
H 19.114 -3.915 23.003 -0.239 0.089 0.103
H 15.306 -12.632 24.649 0.096 -0.600 0.086
H 12.847 -3.706 26.180 -0.214 -0.047 0.111
H 16.205 -6.411 20.843 0.475 0.044 -0.106
H 12.469 -9.558 26.557 -0.368 0.230 -0.426
H 5.474 -5.309 23.956 -0.014 0.524 -0.342
H 1.485 -5.834 15.792 -0.206 0.388 0.415
H -0.889 -1.150 20.173 0.024 -0.053 0.020
H 10.158 0.552 24.163 0.246 0.165 0.446
H 16.467 -7.813 27.853 0.076 0.163 0.064
H 20.807 -5.606 25.382 0.031 -0.104 0.016
H 17.795 -1.757 15.302 -0.008 -0.240 0.368
H 18.855 -0.412 15.056 0.056 0.232 0.712
H 17.450 -2.301 24.064 0.030 -0.073 -0.194
H 10.380 -10.997 27.709 -0.361 0.787 -0.396
H 2.888 -5.264 20.335 -0.358 0.388 0.427
H 1.363 -3.098 18.919 0.223 0.123 -0.223
H 11.123 -3.564 24.024 -0.683 -0.313 -0.094
H -0.789 -0.050 18.798 -0.843 -0.134 0.048
H 18.908 -6.332 23.051 -0.131 0.018 0.055
H 14.188 -12.785 27.536 -0.274 -0.073 0.095
H 13.218 -3.476 23.706 -0.152 -0.038 -0.247
H 6.346 -2.954 20.728 -0.825 -0.483 0.472
H 18.530 -1.418 17.954 -0.461 -0.368 0.515
H 15.630 -10.265 19.315 -0.027 0.509 0.130
H 8.227 -5.579 21.869 0.162 -0.128 -0.337
H 9.262 -4.785 19.676 0.253 0.246 -0.034
H 16.994 -5.415 27.411 1.346 -0.398 -0.200
H 17.088 -1.260 25.414 0.305 -0.166 0.401
H 15.090 -1.721 23.198 0.772 -0.364 0.015
H 1.494 -2.375 20.479 0.408 -0.262 0.232
H 15.551 -5.660 26.900 -0.740 -0.074 -1.078
H 14.350 -16.496 26.093 0.996 0.186 -0.030
H 14.540 -7.976 26.453 -0.291 0.150 -0.259
H 20.726 -3.937 23.464 0.516 -0.034 -0.406
H 14.213 -9.125 21.056 0.413 0.771 1.222
H 13.398 -2.096 26.759 0.108 -0.097 -0.310
H 17.500 -7.929 26.427 0.465 0.076 0.342
H 12.844 -1.833 23.002 0.428 -0.310 -0.355
H -1.057 -1.792 18.533 0.438 -0.054 -0.138
H 19.157 -1.819 14.251 0.245 -0.534 0.147
H 14.271 -4.824 22.464 -0.140 -0.295 0.597
H 1.319 -0.070 19.621 0.086 -0.254 0.546
H 13.414 -15.122 25.839 -0.105 0.287 -0.175